1.
C38H64N2O23SSi | ωB97M-V with the def2-TZVPD basis set

Last column: Mulliken charge in e.
Cartesian coordinates (Å):
C: -8.878 -5.884 0.036  -1.15
C: -8.447 -4.457 0.263  0.64
O: -9.037 -3.513 -0.207  -0.58
N: -7.273 -4.318 1.082  0.12
C: -7.362 -3.132 1.936  -0.92
C: -6.075 -4.329 0.209  -0.84
C: -4.879 -5.105 0.799  -0.73
C: -3.580 -4.299 0.999  -0.04
C: -3.746 -2.975 1.752  -0.61
Si: -2.128 -2.141 2.178  -0.09
S: -2.566 -0.223 3.064  -0.30
C: -1.050 -1.823 0.673  -0.51
C: -1.615 -0.780 -0.307  -0.33
C: -2.720 -1.321 -1.181  0.35
N: -3.684 -0.397 -1.571  -0.58
O: -2.731 -2.465 -1.600  -0.64
H: -8.233 -6.344 -0.719  0.27
H: -9.912 -5.895 -0.312  0.38
H: -8.778 -6.447 0.963  0.34
H: -7.739 -2.255 1.397  0.35
H: -6.376 -2.896 2.335  0.23
H: -8.023 -3.330 2.785  0.32
H: -5.802 -3.303 -0.070  0.32
H: -6.371 -4.815 -0.728  0.49
H: -5.193 -5.576 1.734  0.37
H: -4.640 -5.904 0.089  0.20
H: -2.922 -4.927 1.608  -0.03
H: -3.118 -4.146 0.022  0.17
H: -4.268 -3.166 2.699  0.54
H: -4.363 -2.248 1.206  0.36
H: -1.333 -2.908 3.159  -0.19
H: -3.749 0.063 2.512  0.11
H: -0.099 -1.424 1.051  0.40
H: -0.813 -2.747 0.138  0.44
H: -0.813 -0.477 -0.994  0.02
H: -1.914 0.135 0.211  0.56
H: -4.461 -0.879 -2.013  0.34
H: -4.008 0.186 -0.810  0.25
C: -0.360 4.391 0.405  -1.13
C: 0.686 3.388 0.796  0.52
C: 2.058 3.608 0.188  -0.33
O: 2.565 2.266 0.078  -0.30
C: 1.515 1.432 0.000  0.39
O: 1.597 0.275 -0.291  -0.46
O: 0.367 2.069 0.280  -0.14
H: -0.589 4.305 -0.661  0.24
H: -1.277 4.210 0.958  0.26
H: -0.013 5.399 0.621  0.22
H: 0.749 3.304 1.882  0.21
H: 2.723 4.203 0.806  0.30
H: 2.003 4.041 -0.813  0.20
C: 0.294 -2.561 -3.347  -1.62
C: 1.716 -2.982 -3.096  0.75
C: 2.629 -1.854 -2.666  -0.24
O: 3.901 -2.270 -3.185  -0.31
C: 3.678 -3.096 -4.236  0.56
O: 4.518 -3.463 -4.991  -0.55
O: 2.371 -3.428 -4.304  -0.40
H: 0.240 -1.882 -4.199  0.37
H: -0.348 -3.415 -3.556  0.38
H: -0.097 -2.057 -2.463  0.28
H: 1.758 -3.808 -2.381  0.25
H: 2.682 -1.719 -1.589  0.22
H: 2.354 -0.905 -3.132  0.24
C: 8.006 -0.703 -2.759  -1.52
C: 7.262 0.145 -1.760  0.61
C: 5.755 0.151 -1.916  -0.31
O: 5.401 1.462 -1.448  -0.22
C: 6.466 2.268 -1.615  0.53
O: 6.453 3.452 -1.494  -0.53
O: 7.565 1.546 -1.936  -0.39
H: 7.889 -0.293 -3.762  0.36
H: 9.070 -0.737 -2.528  0.38
H: 7.616 -1.721 -2.748  0.37
H: 7.541 -0.122 -0.737  0.27
H: 5.250 -0.604 -1.321  0.26
H: 5.449 0.056 -2.959  0.19
C: 8.755 5.225 -0.247  -1.40
C: 10.196 5.052 0.151  0.53
C: 10.796 3.705 -0.205  -0.31
O: 11.764 3.509 0.833  -0.35
C: 11.372 4.228 1.914  0.62
O: 11.856 4.140 2.994  -0.53
O: 10.353 5.052 1.585  -0.37
H: 8.121 4.546 0.319  0.29
H: 8.414 6.242 -0.054  0.39
H: 8.624 5.012 -1.306  0.38
H: 10.816 5.863 -0.242  0.24
H: 11.287 3.686 -1.174  0.33
H: 10.054 2.905 -0.153  0.18
C: -2.130 8.386 -3.173  -1.43
C: -0.702 8.283 -2.703  0.44
C: -0.034 6.943 -2.943  -0.45
O: 0.884 6.855 -1.848  -0.25
C: 0.410 7.622 -0.839  0.69
O: 0.839 7.620 0.269  -0.55
O: -0.623 8.379 -1.267  -0.35
H: -2.766 7.717 -2.593  0.35
H: -2.508 9.400 -3.052  0.36
H: -2.199 8.117 -4.227  0.37
H: -0.096 9.093 -3.117  0.27
H: 0.508 6.883 -3.883  0.33
H: -0.744 6.114 -2.873  0.28
C: -6.094 3.948 4.711  -1.46
C: -4.647 3.608 4.956  0.51
C: -3.776 4.761 5.418  -0.50
O: -2.496 4.419 4.873  -0.33
C: -2.695 3.627 3.798  0.58
O: -1.854 3.310 3.021  -0.48
O: -3.988 3.240 3.727  -0.30
H: -6.183 4.639 3.873  0.35
H: -6.670 3.054 4.475  0.35
H: -6.526 4.410 5.599  0.38
H: -4.555 2.760 5.640  0.29
H: -3.703 4.852 6.498  0.31
H: -4.096 5.714 4.988  0.30
C: 0.229 -8.737 -0.383  -1.43
C: -0.768 -8.888 0.737  0.47
C: -2.226 -8.874 0.315  -0.47
O: -2.872 -8.298 1.455  -0.30
C: -1.966 -7.534 2.110  0.71
O: -2.230 -6.770 2.980  -0.55
O: -0.726 -7.752 1.621  -0.34
H: 0.141 -7.749 -0.835  0.33
H: 1.248 -8.850 -0.015  0.36
H: 0.053 -9.494 -1.147  0.37
H: -0.551 -9.776 1.336  0.26
H: -2.636 -9.861 0.120  0.34
H: -2.395 -8.226 -0.549  0.29

Cartesian forces, eV/Å:
-0.079 0.066 -0.043
0.105 0.176 -0.138
-0.045 -0.252 0.382
-0.197 0.298 -0.167
0.086 0.149 0.078
-0.063 -0.394 -0.042
0.069 0.266 -0.206
-0.297 -0.204 0.172
-0.085 -0.055 0.118
-0.157 0.035 -0.459
0.255 0.196 0.479
0.118 0.375 -0.045
0.277 -0.206 0.011
-0.025 -0.071 -0.092
-0.324 -0.595 0.411
0.053 0.296 -0.038
-0.060 -0.017 0.083
0.177 -0.030 -0.060
0.023 -0.015 -0.089
0.085 -0.054 -0.009
-0.066 -0.114 -0.023
0.014 -0.002 -0.136
-0.019 -0.019 0.052
0.069 0.085 0.066
0.015 0.072 -0.039
-0.019 -0.120 0.260
0.100 -0.007 -0.229
0.089 0.157 0.106
0.064 0.073 -0.053
0.053 -0.120 -0.025
-0.057 0.039 0.097
-0.060 -0.227 -0.195
-0.080 -0.088 -0.044
-0.093 -0.023 0.054
-0.129 0.049 0.078
-0.040 -0.061 -0.019
0.072 0.144 -0.119
0.219 0.281 -0.172
-0.325 -0.128 -0.191
0.065 0.125 0.008
0.006 0.001 0.001
0.021 0.051 -0.020
0.044 0.112 0.001
-0.024 -0.192 -0.064
-0.037 -0.024 0.057
0.152 0.047 -0.025
0.002 -0.002 0.045
0.064 -0.002 0.057
-0.022 -0.047 0.004
0.048 -0.077 0.024
-0.022 0.026 0.005
-0.065 -0.138 -0.209
-0.104 0.141 0.030
0.045 0.036 0.140
0.035 0.035 0.026
-0.091 0.034 0.000
0.058 -0.033 -0.021
0.004 -0.067 0.028
0.057 0.069 0.047
0.001 -0.002 0.038
-0.018 -0.032 0.012
0.030 0.002 0.014
0.084 0.009 -0.019
-0.048 0.002 0.002
0.121 0.133 -0.052
0.002 -0.116 -0.084
-0.062 -0.001 0.004
-0.030 -0.030 -0.070
0.065 -0.058 0.018
-0.060 0.036 -0.028
0.051 -0.003 0.080
-0.084 -0.037 -0.009
-0.010 -0.007 0.015
-0.015 -0.009 0.011
-0.020 0.016 0.016
-0.046 0.085 0.066
0.031 -0.038 -0.011
-0.022 0.163 0.239
-0.074 -0.041 -0.105
0.034 -0.032 0.004
-0.036 -0.056 -0.047
-0.029 0.028 -0.027
0.029 -0.003 0.046
0.022 0.068 -0.010
0.005 -0.088 -0.069
0.031 0.002 -0.010
-0.009 -0.025 -0.021
0.024 -0.014 0.000
0.076 0.005 0.038
-0.037 0.022 -0.019
-0.069 0.051 0.156
-0.074 -0.029 -0.078
0.023 -0.019 0.003
-0.026 -0.086 -0.046
-0.014 0.081 0.011
0.035 -0.007 0.027
0.026 0.057 -0.041
0.027 -0.068 -0.044
0.014 0.001 -0.008
0.017 0.010 -0.017
0.026 -0.014 -0.005
0.078 0.012 0.044
-0.033 0.018 -0.014
-0.005 -0.059 -0.169
-0.083 0.047 0.042
0.017 0.002 0.014
-0.023 0.076 0.015
-0.024 -0.131 0.007
0.052 0.062 -0.009
-0.028 -0.044 0.023
0.024 0.067 0.050
0.008 -0.003 0.017
0.002 -0.010 0.023
0.027 0.005 0.012
0.082 -0.039 -0.002
-0.036 -0.006 -0.003
0.085 0.138 0.067
0.025 -0.030 -0.101
-0.032 0.003 0.000
-0.028 -0.009 -0.069
0.021 0.019 -0.055
-0.006 -0.012 0.100
0.042 -0.044 0.050
-0.072 -0.023 -0.044
-0.008 -0.013 0.005
-0.003 -0.023 0.005
-0.025 -0.010 0.003
-0.041 0.001 0.079
0.035 -0.004 -0.020

E_tot   -109233.943 eV
LUMO level   0.294 eV
Total charge   0
SMILES   CC(=O)N(C)CCCC[Si@H](S)CCC(N)=O.C[C@@H]1COC(=O)O1.C[C@@H]1COC(=O)O1.C[C@@H]1COC(=O)O1.C[C@@H]1COC(=O)O1.C[C@@H]1COC(=O)O1.C[C@@H]1COC(=O)O1.C[C@@H]1COC(=O)O1

2.
C6H14Br2Cl2N4OOsS | ωB97M-V with the def2-TZVPD basis set

Last column: natural (NBO) charge in e.
Cartesian coordinates (Å):
Os: -0.693 0.502 -0.511  1.15
Br: -2.327 2.368 -0.298  0.41
C: -3.876 1.159 -0.183  -0.48
Br: -3.095 -0.609 -0.290  0.31
H: -4.535 1.344 -1.026  0.29
H: -4.339 1.306 0.787  0.29
Cl: -0.843 0.171 -2.736  -0.24
C: -1.687 -1.177 -5.567  -0.03
Cl: -0.396 -1.030 -6.476  0.51
H: -2.427 -0.378 -5.570  0.26
H: -1.834 -2.092 -4.997  0.26
C: 2.093 3.724 -1.686  -0.79
S: 1.379 2.922 -0.271  1.20
C: 2.828 2.523 0.680  -0.79
O: 0.946 1.499 -0.892  -0.85
H: 2.546 4.648 -1.317  0.30
H: 1.293 3.968 -2.383  0.28
H: 2.843 3.074 -2.135  0.28
H: 3.243 3.478 1.016  0.30
H: 3.541 1.989 0.054  0.28
H: 2.521 1.943 1.548  0.27
N: 0.053 -3.043 4.701  -0.68
C: 0.311 -3.331 3.450  0.68
N: 0.721 -4.506 3.036  -0.68
N: 0.145 -2.336 2.521  -0.44
C: -0.005 -1.581 1.623  0.79
N: -0.120 -0.724 0.754  -0.70
H: 0.150 -3.737 5.434  0.46
H: -0.250 -2.121 4.981  0.45
H: 0.884 -5.266 3.688  0.46
H: 0.928 -4.685 2.065  0.45

Cartesian forces, eV/Å:
-0.008 0.385 -0.193
0.112 -0.125 0.119
-0.034 -0.013 0.016
0.000 -0.041 -0.008
0.026 0.004 -0.021
-0.013 0.020 -0.010
-0.050 -0.063 0.447
-0.024 -0.114 -0.406
-0.029 -0.038 -0.068
0.001 -0.005 0.014
0.006 0.009 0.002
0.002 0.011 -0.022
-0.023 -0.022 0.035
0.006 0.015 -0.001
0.093 0.040 -0.032
-0.002 0.001 0.001
-0.005 -0.002 0.005
0.002 -0.004 0.010
-0.001 0.004 -0.005
-0.004 -0.010 0.005
-0.001 -0.004 -0.002
-0.025 -0.021 0.008
0.049 0.012 -0.018
0.024 -0.005 0.008
0.114 -0.057 -0.052
-0.382 0.045 0.052
0.168 -0.033 0.122
0.005 0.002 0.001
0.005 0.006 -0.010
-0.005 -0.002 0.000
-0.004 0.005 0.002

E_tot   -192843.135 eV
LUMO level (alpha / beta)   -14.713 / -14.706 eV
Total charge   +4
Energy relative to the best compared isomer or geometry (same formula, charge and spin)   0.0 kcal per mole

3.
C4H7N3 | ωB97M-V with the def2-TZVPD basis set

Last column: natural (NBO) charge in e.
Cartesian coordinates (Å):
C: 1.461 1.478 0.737  -0.63
C: 0.153 0.732 0.734  -0.18
C: 0.021 -0.126 -1.029  -0.12
C: -1.151 -0.788 -1.463  -0.15
N: -1.297 -1.863 -0.674  -0.27
N: -0.403 -1.947 0.293  -0.12
N: 0.420 -0.912 0.060  -0.27
H: 1.443 2.194 1.569  0.21
H: 2.300 0.795 0.890  0.23
H: 1.608 2.015 -0.201  0.23
H: -0.079 0.303 1.712  0.21
H: -0.692 1.349 0.427  0.22
H: -1.827 -0.605 -2.288  0.22
H: -1.958 -2.625 -0.769  0.42

Cartesian forces, eV/Å:
0.021 -0.049 -0.077
-0.089 0.369 0.492
-0.115 -0.315 -0.166
0.022 -0.117 0.065
-0.011 0.050 0.008
-0.030 0.176 -0.252
0.045 -0.054 -0.107
0.009 -0.094 -0.099
-0.154 0.085 -0.020
-0.025 -0.094 0.138
0.013 0.025 -0.157
0.103 -0.111 -0.012
0.122 -0.004 0.157
0.089 0.132 0.031

E_tot   -8726.423 eV
LUMO level   0.478 eV
Total charge   0
Energy relative to the best compared isomer or geometry (same formula, charge and spin)   121.2 kcal per mole